The following is a quantum chemistry calculation of a structure of composition C38H36GeN4O2S4SbTc in a non-equilibrium geometry, from the Open Molecules 2025 dataset.

Computed properties:
Total charge = -1
Spin multiplicity = 2
Electronic energy = -158640.6474 eV
Orbital gap (alpha / beta) = 5.981 / 5.947 eV
Expectation value of S² = 0.92

Each line ends with the Mulliken spin population.
CARTESIAN COORDINATES (ANGSTROEM)
Tc -0.7511 -0.0993 0.7667  1.333
S -2.9734 -3.5452 -1.9226  0.006
Sb -3.6474 -1.7595 -0.5550  0.044
S -2.2341 1.4880 1.7800  -0.144
S -1.9522 -0.0234 -1.1812  0.151
S -2.3263 -1.7971 1.5343  -0.032
C -0.7347 1.7851 1.0049  -0.198
Ge 0.1648 3.4718 1.0543  -0.090
C 2.0086 3.4126 1.6407  0.000
C 2.6104 2.4170 2.3858  -0.016
C 3.9690 2.4699 2.7728  0.000
C 4.7008 3.5866 2.3838  0.000
C 4.0959 4.6483 1.7006  0.000
C 2.7818 4.5471 1.2875  -0.001
C -0.8120 4.7821 2.0862  0.002
C -2.0534 5.2852 1.5801  -0.006
C -2.6048 6.4165 2.1470  0.001
C -1.9536 7.0926 3.1761  0.000
C -0.7142 6.6745 3.6324  0.000
C -0.1706 5.4897 3.1117  0.002
C 0.0623 4.1991 -0.8324  0.009
C -0.2600 3.3100 -1.8541  -0.015
C -0.2323 3.7489 -3.1838  -0.004
C 0.1815 5.0185 -3.4427  0.000
C 0.4714 5.9180 -2.4186  0.000
C 0.3914 5.5144 -1.0972  0.005
H 2.0944 1.4872 2.5978  0.010
H 4.3911 1.6101 3.2850  0.000
H 5.7687 3.6517 2.6312  0.000
H 4.6850 5.5217 1.4166  0.000
H 2.3221 5.3412 0.7351  0.000
H -2.5152 4.7219 0.8130  0.007
H -3.5758 6.8123 1.8370  0.000
H -2.3523 8.0659 3.5827  0.000
H -0.1668 7.2790 4.3360  0.000
H 0.8097 5.1493 3.4336  0.000
H -0.5028 2.2675 -1.5798  0.024
H -0.5659 3.1137 -4.0063  0.000
H 0.2896 5.3560 -4.4795  0.000
H 0.5963 6.9685 -2.6722  0.000
H 0.6394 6.2417 -0.3362  0.000
C 1.1372 0.4254 -0.2719  -0.070
H 1.3503 1.5069 -0.5119  0.013
H 1.1723 -0.0870 -1.2250  0.002
H 1.9308 0.0378 0.3902  0.008
O 0.2496 -0.2296 2.9408  -0.012
N -0.4142 0.2716 3.9377  0.000
C 0.1796 1.1868 4.7077  -0.001
C -0.4821 1.7302 5.7763  -0.002
C -1.7501 1.2787 6.1209  0.000
C -2.3380 0.3418 5.2954  -0.001
C -1.6508 -0.1861 4.2027  0.009
H 1.2057 1.4502 4.4768  -0.003
H 0.0040 2.5047 6.3711  0.000
H -2.2098 1.6327 7.0268  0.000
H -3.3171 -0.0917 5.5177  0.000
H -2.0177 -0.9213 3.5123  -0.005
C -2.5957 -9.5187 -4.9206  0.000
C -1.7403 -8.2895 -4.8646  0.000
C -2.2899 -7.0485 -4.5204  0.000
C -1.5388 -5.9079 -4.4689  0.000
C -0.1462 -5.9726 -4.7198  -0.001
N 0.6312 -4.7743 -4.6749  0.000
C 1.0899 -4.1806 -3.4905  -0.001
O 2.1183 -3.5027 -3.5273  0.000
N 0.3748 -4.4786 -2.3290  0.000
C 0.7938 -3.8243 -1.1277  -0.002
C 1.8882 -4.2221 -0.4039  0.002
C 2.1288 -3.5527 0.7934  -0.004
C 1.3741 -2.4346 1.1560  -0.003
N 0.3550 -2.0214 0.4041  -0.010
C 0.1140 -2.6529 -0.7241  -0.019
C 0.4091 -7.1985 -4.9967  0.000
C -0.3626 -8.3471 -5.0816  0.000
H -2.5554 -10.1461 -4.0110  0.000
H -2.4354 -10.2143 -5.7604  0.000
H -3.6391 -9.2665 -4.9594  0.000
H -3.3326 -6.9747 -4.2389  0.000
H -2.0436 -4.9591 -4.2187  0.000
H 1.3623 -4.7205 -5.3984  0.000
H -0.6464 -4.5061 -2.4268  0.001
H 2.4008 -5.0965 -0.7076  0.000
H 2.8611 -3.9269 1.4926  0.000
H 1.5625 -1.9001 2.0645  0.000
H -0.6907 -2.2971 -1.3404  0.010
H 1.4800 -7.2640 -5.0865  0.000
H 0.0878 -9.2917 -5.3315  0.000